(1)
The following is a DFT calculation (the ωB97M-V functional and the def2-TZVPD basis) of a molecular structure, C21H42CuIN5O2PS2.

The geometry in ORCA input format:
```
! wB97M-V def2-TZVPD RIJCOSX def2/J DEFGRID3
* xyz 1 2
H 6.7366 -2.8153 0.2057
H 3.3757 -2.3074 -1.8955
H 0.1856 3.5050 1.7399
C 0.0542 -1.0746 2.2986
C 1.9877 -1.1573 -6.7529
N -1.8292 0.6741 -1.4468
H -1.3636 -2.7095 2.2378
H -0.4205 -0.9089 -1.8065
H -2.5941 -0.7417 1.7515
H -0.4198 -0.5588 3.1382
H 0.6802 1.4281 2.8155
H -0.2105 -2.8464 -6.7299
H 6.0972 -0.3935 0.1538
C 1.3089 1.0261 2.0165
H -3.4925 -2.5132 0.5216
H 4.9528 -4.5092 0.6214
H -3.7412 0.6618 -2.3236
H 3.4100 -4.6214 -3.8946
H 2.4447 -0.1703 -6.8104
N -0.5904 2.5658 0.0455
N 3.0762 -1.7270 0.7825
H -2.5800 2.6045 -1.8977
H -0.4112 3.7186 -1.7397
C -2.8738 -1.7668 0.0146
H 0.9499 3.9968 0.2329
H 2.5246 2.6885 1.4394
S 2.4244 0.4689 -2.2992
H 2.2067 0.6155 2.4896
C 0.0584 -2.4577 -5.7471
C 4.7282 -3.4530 0.5942
H -1.4323 3.0642 0.3196
C -3.0241 -0.0311 -1.8671
O 0.9864 -0.4256 -4.6600
C -3.7426 -0.7696 -0.7388
H 1.2242 -0.5534 0.7454
C 5.7115 -2.5064 0.3646
C -0.4764 2.6715 -1.4307
H 2.2789 -4.4342 -2.5391
H -2.2259 -2.3047 -0.6808
H -1.5306 1.9166 -3.1340
C 3.2883 -4.2157 -2.8893
H 5.0663 -1.2693 -3.3484
C 4.0403 -0.8272 0.5550
O 2.5910 -2.1169 -3.8065
C 0.5563 3.1360 0.7810
C 5.3630 -1.1644 0.3394
H 5.6902 -2.8066 -2.7229
C 3.4302 -3.0001 0.7912
H 2.0072 1.6962 0.0871
N -2.0055 -1.0857 0.9967
H 0.4380 2.1606 -1.7342
H -0.4597 -2.4574 0.7440
H -2.7684 -0.7658 -2.6467
H -4.1585 -0.0460 -0.0285
H 0.7368 -3.1696 -5.2762
C 1.6755 2.1339 1.0341
H 2.7031 -1.8559 -6.3219
N 0.5618 -0.0603 1.3553
H 3.7289 0.2102 0.5350
C 3.5545 -2.7273 -2.8885
C 0.7160 -1.1075 -5.9338
C -0.9542 -1.9452 1.5715
H 3.9963 -4.7184 -2.2286
I 1.9182 -4.4205 1.0909
C -1.6794 1.9848 -2.0485
H 0.8707 -1.6845 2.6945
H 0.0085 -0.4235 -6.4016
H 5.0943 -2.7088 -4.3867
Cu -1.0031 0.5474 0.2180
C 4.9375 -2.3512 -3.3680
H -0.8482 -2.3803 -5.1493
P 1.6287 -0.9524 -3.3329
S 0.1789 -2.0367 -2.2767
H 1.7479 -1.4852 -7.7651
H -4.5911 -1.3053 -1.1689
*
```

Electronic energy (eV): -117702.050
E_HOMO (alpha / beta) (eV): -10.56 / -10.45
Relative energy (zero: lowest compared OMol25 entry of this formula, charge and spin) (eV): 0.000

=====

(2)
The following is a DFT calculation (the ωB97M-V functional and the def2-TZVPD basis) of a molecular structure, C21H42N2O3Rb.

The geometry in ORCA input format:
```
! wB97M-V def2-TZVPD RIJCOSX def2/J DEFGRID3
* xyz -1 1
H 2.4337 1.8740 -0.8306
C 3.1365 3.4692 3.1620
C 2.6940 4.7523 1.0543
H 0.3475 2.9758 -3.4304
C 0.5840 1.3267 -4.7619
H -3.6999 -6.3937 -0.1437
C 0.7282 4.1169 -0.3146
H 3.9663 3.0030 3.7104
C 3.0595 1.0848 2.2567
N 1.3767 2.8088 1.6043
C 0.0394 1.0194 -6.1390
H 0.6608 3.4695 -5.1505
H -0.1557 1.8590 -6.7997
C -3.0923 -4.5927 -1.2058
C -2.8115 -3.3906 1.4292
H -2.3222 -2.8508 -3.1739
N -2.6739 -2.6726 0.1899
H -3.6096 -2.1025 -2.1379
H -2.6815 -5.1674 -2.0524
H -2.0754 -5.8325 0.2895
H -0.3188 -3.6099 -2.0275
O 0.8219 0.4078 -4.0122
H 3.0854 3.4233 -1.3392
H -0.1297 4.3094 0.3253
H 4.2199 5.2133 2.4732
O 0.3351 1.9376 1.2984
H 1.0540 5.0368 -0.8129
H -4.6557 -4.4882 1.1105
C -2.5699 -2.4378 -2.1944
H -0.9633 -4.5371 1.6567
C 2.2145 2.3353 2.6525
O -2.0300 -1.4496 0.4009
Rb 0.3044 0.0466 -1.1730
H -2.0528 -1.4759 -2.0896
C 0.8644 2.7454 -4.3633
C 1.8920 3.5733 0.5097
H 0.5677 1.2532 3.4896
C 3.7718 4.3063 2.0572
H -0.5859 -4.7381 -0.6960
H -4.6204 -2.2683 1.8780
H 0.4178 3.4078 -1.0870
H 0.7747 0.3551 -6.6026
C -3.6765 -2.5495 2.3413
H 3.7877 2.5243 0.0072
H -3.3934 -5.3023 2.1282
H 2.0435 5.5107 1.4982
H 4.5208 3.7234 1.5207
H 0.7955 2.8425 4.2159
H -0.8301 -2.8564 2.2623
H -0.8630 0.4135 -6.0436
H 2.8216 0.2406 2.9121
H 1.9265 2.9024 -4.1437
C 2.8456 2.8151 -0.4571
H -4.1240 -4.3276 -1.4436
C -3.5955 -4.7167 1.2262
C 1.3194 1.9669 3.8339
H 4.1498 1.1791 2.2755
H 2.7574 0.7682 1.2564
H 1.8906 1.4651 4.6219
H -3.8497 -3.0569 3.3044
C -3.0811 -5.5051 0.0102
C -0.7297 -3.7081 -1.0138
H -1.7204 -4.1069 3.1461
H 3.2454 5.2484 0.2401
H 2.5772 4.0991 3.8550
H -3.1782 -1.6345 2.6784
C -1.4910 -3.7113 2.1460
C -2.2343 -3.3364 -1.0170
H -0.2156 -2.9902 -0.3714
*
```

Electronic energy (eV): -32233.618
E_HOMO (eV): -2.13
Relative energy (zero: lowest compared OMol25 entry of this formula, charge and spin) (eV): 0.000

=====

(3)
The following is a DFT calculation (the ωB97M-V functional and the def2-TZVPD basis) of 4 unconnected molecules or ions with the total composition C21H42N6O6P2.

The geometry in ORCA input format:
```
! wB97M-V def2-TZVPD RIJCOSX def2/J DEFGRID3
* xyz 0 1
H -1.7858 -2.2081 1.9337
N -5.2930 5.3765 -3.8489
H 3.2527 -7.9340 1.2613
H -0.3790 4.8170 5.8774
H 1.8568 -3.0613 0.2108
H -1.5380 -3.0083 0.3442
P 1.8427 -1.1310 -1.3131
H -5.2127 5.0283 -5.9313
C -3.8013 0.0989 -1.3877
H 4.4509 -0.3559 -2.4493
H 4.8932 1.8272 0.7706
C 2.2608 -5.7518 2.5060
C 1.0435 -2.4049 -0.2026
C -3.1590 -1.0648 -0.7800
H 3.8098 -8.5453 2.8346
O -0.9303 -1.8412 -2.8036
H -3.9319 2.3724 -1.5430
H 1.9324 -1.4820 -2.7183
C -0.3228 2.7842 3.3945
H 0.3608 -3.0870 -0.7804
H -3.2068 6.1731 -5.4849
C 3.1382 0.6168 0.1012
H 0.6659 -5.4046 1.1391
H -6.4922 4.1755 -5.0402
H -0.2371 4.6937 2.4351
H -1.8429 3.8999 2.4108
C 0.2042 -1.8179 1.0014
H -0.5404 3.3214 1.3632
C 2.9504 0.0972 1.5608
N 2.3066 0.4850 -0.8943
H 2.0322 0.4899 2.0724
H 0.5413 -2.3797 1.9206
C -5.9323 5.1095 -5.1217
O -3.5914 5.7494 -2.4451
C -2.4691 1.7107 -0.0373
H -6.6298 5.9216 -5.3374
H 4.0989 2.3643 -0.7430
H -0.1909 2.4140 5.3432
O 0.2192 -0.4809 -1.7096
C 4.4528 1.4486 -0.1825
H -1.9858 5.5484 -4.3682
H 0.3565 -0.7308 1.1962
C -2.1214 -0.8465 0.2432
H -5.8757 5.4699 -3.0304
N 3.7341 -3.6296 -1.5625
N 3.3262 -6.5291 2.8376
H -1.9778 4.0437 5.8386
C -3.9658 5.5257 -3.5862
H -1.0183 0.7076 1.3522
O 4.8519 -1.2412 -2.3113
H 2.9685 -3.6492 -2.2622
H 3.8487 0.3902 2.1553
C -1.1120 4.3241 5.2355
H -4.5604 -0.0975 -2.1753
C 1.4803 -6.1150 1.2699
H 3.7984 -6.2243 3.6756
H 4.8708 -7.5064 1.8591
H -2.1286 2.7386 0.2874
C -0.7648 3.7428 2.3400
H 2.1267 -6.0666 0.3910
O 1.9620 -4.7923 3.2022
H 1.0539 -7.1147 1.3720
C 3.8349 -7.6971 2.1472
N -0.1776 -0.9302 -2.9503
H 4.5797 -3.8110 -2.1187
H -3.0682 4.4133 -5.1851
H 5.1722 0.9090 -0.8406
C -3.4735 1.4749 -1.0655
P 3.8791 -1.9393 -1.0817
C -1.3597 -2.0510 0.9033
H -1.4248 5.0097 4.4532
C -1.8264 0.5372 0.5717
O 0.1956 1.7210 3.0966
N -0.5156 3.1180 4.6970
H 2.9391 -1.0292 1.5266
H -3.4493 -2.0955 -1.1032
C -2.9996 5.4060 -4.7365
*
```

Electronic energy (eV): -62257.211
SMILES string: CC(C)=N[PH](CCCc1ccccc1)(ON=O)P(N)O.CNC(C)=O.CNC(C)=O.CNC(C)=O
E_HOMO (eV): -7.61